Entry 1:
The following is a DFT calculation (ωB97M-V with the def2-TZVPD basis set) of a structure of composition C6H16N2O in a non-equilibrium geometry.

The geometry in XYZ format:
```
25
Properties=species:S:1:pos:R:3:forces:R:3
C 0.506 0.205 -0.436 3.658 -3.426 -0.638
C -1.446 1.568 0.718 1.396 -1.185 1.418
C 1.793 -1.302 0.007 -1.052 1.735 -1.226
C -0.324 -0.360 -1.570 -0.194 -0.230 0.368
C -2.755 1.107 0.145 0.068 -0.451 -0.228
C 1.229 -2.543 0.644 -0.208 -0.070 0.139
N -0.084 0.223 0.804 -3.131 2.309 1.192
N 1.315 1.285 -0.793 0.434 0.388 -0.528
O 0.780 0.899 1.712 -1.161 3.139 0.812
H 1.593 0.756 2.217 -0.242 -2.073 -1.107
H 1.216 2.168 -0.318 0.061 -0.269 -0.070
H 1.670 1.277 -1.740 -0.261 0.314 0.319
H -1.524 1.737 1.792 0.158 -0.283 -0.083
H -1.121 2.518 0.294 0.652 -0.400 -0.331
H 2.584 -0.850 0.605 -0.167 0.262 0.016
H 2.203 -1.494 -0.986 0.005 -0.032 -0.059
H -0.894 0.420 -2.078 0.015 0.063 0.058
H 0.324 -0.847 -2.306 -0.027 0.175 0.118
H -1.017 -1.112 -1.194 0.015 -0.020 -0.005
H -2.964 0.090 0.490 -0.057 0.041 -0.275
H -2.756 1.167 -0.948 -0.101 -0.260 0.182
H -3.589 1.732 0.499 0.354 0.007 0.036
H 0.918 -2.348 1.675 -0.163 -0.029 -0.165
H 1.964 -3.361 0.690 0.004 0.228 -0.069
H 0.379 -2.936 0.078 -0.056 0.065 0.126
```
Forces are in eV/Å.

The value obtained for the HOMO energy is -7.393 eV. The net charge is 0. The lowest unoccupied orbital energy is 0.917 eV. The relative energy (zero: lowest compared OMol25 entry of this formula, charge and spin) is 145.53 kcal/mol.

Löwdin atomic charge list, values in e, 8 entries:
1. C -0.566
2. C -0.084
3. C -0.142
4. C -0.042
5. C -0.140
6. C -0.161
7. N -0.027
8. N 0.088

Entry 2:
The following is a DFT calculation (ωB97M-V with the def2-TZVPD basis set) of a cluster of 3 separate species, C6H16N2O2 in total in a non-equilibrium geometry.

The geometry in XYZ format:
```
26
Properties=species:S:1:pos:R:3:forces:R:3
C -0.884 0.232 -1.831 2.140 -0.399 -2.066
C -1.562 1.499 -2.274 -0.036 0.040 0.669
C 0.471 0.047 -1.989 -2.132 0.285 -0.748
N -1.230 0.580 0.446 1.198 -0.552 0.161
H -1.523 -0.644 -1.843 0.037 -0.078 0.466
H -2.212 0.346 0.376 0.156 0.127 0.295
H -1.025 1.572 0.484 -0.395 -0.139 0.368
H 1.048 -0.045 -0.286 1.545 -1.638 1.712
H -0.942 2.367 -2.051 -0.035 0.058 -0.032
H -1.719 1.467 -3.355 0.020 -0.090 0.054
H -2.540 1.625 -1.802 0.079 0.088 -0.020
H 0.853 -0.955 -2.125 0.194 -0.016 0.220
H 1.077 0.896 -2.279 0.192 -0.048 0.078
C 2.372 0.463 1.418 -0.047 -0.451 -0.282
C -1.058 -1.591 1.588 1.084 -0.649 -0.128
N 1.473 -0.402 0.680 -1.528 0.851 -0.586
C -0.513 -0.172 1.508 -3.464 1.691 1.340
O 1.771 -1.770 0.924 -0.150 0.534 -0.882
O -0.304 0.464 2.539 1.133 -0.487 -0.296
H 2.186 -2.135 0.129 0.121 0.199 0.018
H 3.404 0.180 1.206 0.154 0.217 -0.063
H 2.205 0.364 2.493 -0.209 0.024 -0.066
H 2.180 1.495 1.125 0.039 -0.040 -0.008
H -1.433 -1.980 0.640 -0.037 0.145 -0.010
H -1.826 -1.638 2.363 -0.060 0.326 -0.186
H -0.268 -2.264 1.915 0.003 0.003 -0.007
```
Forces are in eV/Å.

The value obtained for the HOMO energy is -7.972 eV. The net charge is 0. The lowest unoccupied orbital energy is 0.736 eV. The relative energy (zero: lowest compared OMol25 entry of this formula, charge and spin) is 138.02 kcal/mol.

Löwdin atomic charge list, values in e, 8 entries:
1. C -0.261
2. C -0.112
3. C -0.096
4. N 0.066
5. H 0.100
6. H 0.095
7. H 0.100
8. H 0.099

Entry 3:
The following is a DFT calculation (ωB97M-V with the def2-TZVPD basis set) of an isolated molecule of C6H16N2O2S in a non-equilibrium geometry.

The geometry in XYZ format:
```
27
Properties=species:S:1:pos:R:3:forces:R:3
C -3.407 0.440 -0.091 -2.078 -0.168 -0.701
C -2.015 -0.001 0.287 1.265 1.702 0.616
C -0.962 -0.039 -0.882 -0.651 2.134 0.917
C 1.583 0.064 -1.214 -2.620 0.876 -0.825
C 2.462 0.819 -0.226 2.205 -2.044 -0.171
C 1.923 1.860 0.723 -1.051 1.866 0.625
H -3.476 1.595 -0.301 0.131 -2.402 0.087
H -4.258 0.184 0.702 2.057 0.504 -1.578
H -3.592 -0.208 -1.000 -0.751 1.187 0.572
H -2.022 -0.886 0.914 -0.019 -0.240 -0.188
H -1.693 0.858 0.869 0.662 -0.319 0.890
H -1.421 -0.581 -1.697 0.454 -0.392 -0.556
H -0.781 1.041 -1.150 -0.765 -0.996 -0.224
H 1.117 0.833 -1.881 0.614 -0.531 0.057
H 1.899 -0.826 -1.860 0.602 1.784 1.157
H 2.846 0.089 0.519 0.057 -0.205 -0.801
H 3.344 1.070 -0.837 -0.046 0.597 0.573
H 1.645 2.887 0.283 1.194 -1.209 0.432
H 0.845 1.562 0.985 1.790 -0.092 0.606
H 2.734 1.952 1.630 -2.577 0.051 -2.080
H -0.555 -1.877 1.950 3.363 -0.353 -0.760
H 1.099 -1.206 2.135 -1.205 -1.669 -1.647
N 0.391 -0.401 -0.460 -0.791 -1.980 0.271
N 0.524 -1.982 1.641 -2.730 1.173 2.163
O -0.606 -2.795 -0.534 1.246 1.600 1.934
O 1.855 -2.445 -0.504 -2.533 0.796 2.023
S 0.521 -2.008 -0.001 2.177 -1.670 -3.392
```
Forces are in eV/Å.

The value obtained for the HOMO energy is -9.627 eV. The net charge is 0. The lowest unoccupied orbital energy is 0.471 eV. The relative energy (zero: lowest compared OMol25 entry of this formula, charge and spin) is 78.23 kcal/mol.

Löwdin atomic charge list, values in e, 8 entries:
1. C -0.136
2. C -0.288
3. C -0.213
4. C -0.207
5. C -0.289
6. C -0.134
7. H 0.106
8. H 0.110

Entry 4:
The following is a DFT calculation (ωB97M-V with the def2-TZVPD basis set) of an isolated molecule of C6H16N2Si in a non-equilibrium geometry.

The geometry in XYZ format:
```
25
Properties=species:S:1:pos:R:3:forces:R:3
C -2.748 0.866 -0.221 1.316 0.356 -0.828
C -2.777 -0.497 0.404 0.385 0.339 2.086
C -1.374 1.571 0.002 -0.858 -0.162 4.081
C 1.631 0.264 1.589 -1.267 2.895 -0.200
C 2.388 0.407 -1.535 -0.104 -2.940 1.139
C 0.747 -1.957 -0.203 0.883 -0.198 -3.659
N -3.018 -1.541 -0.251 -0.061 0.746 -0.980
N -0.240 1.032 -0.635 0.451 -0.909 0.167
Si 1.040 -0.068 -0.215 1.653 -0.102 0.481
H -2.738 0.816 -1.312 -0.787 -0.527 -0.107
H -3.559 1.539 0.086 0.143 -0.314 0.210
H -0.383 1.080 -1.607 0.197 0.031 -1.524
H -2.501 -0.483 1.566 -0.538 -0.154 -2.123
H -1.526 2.621 -0.262 0.204 0.044 0.186
H -1.154 1.477 1.154 -0.428 0.698 -1.848
H 2.641 -0.022 1.879 0.118 0.140 -0.422
H 1.491 1.472 1.708 0.533 -2.856 0.079
H 0.978 -0.230 2.330 0.023 0.326 -0.345
H 1.983 0.836 -2.426 -0.113 0.449 -0.500
H 3.186 0.966 -1.087 0.206 0.756 0.102
H 2.886 -0.584 -1.798 -0.586 1.095 0.005
H 1.704 -2.639 -0.325 -1.933 1.369 1.241
H -0.063 -2.157 0.471 0.156 -0.797 0.843
H 0.275 -2.179 -1.225 0.327 0.338 1.086
H -2.964 -2.404 0.242 0.079 -0.621 0.832
```
Forces are in eV/Å.

The value obtained for the HOMO energy is -8.981 eV. The net charge is 0. The lowest unoccupied orbital energy is 0.921 eV. The relative energy (zero: lowest compared OMol25 entry of this formula, charge and spin) is 0.00 kcal/mol.

Löwdin atomic charge list, values in e, 8 entries:
1. C -0.191
2. C -0.284
3. C -0.315
4. C -0.203
5. C -0.166
6. C -0.215
7. N 0.099
8. N -0.123

Entry 5:
The following is a DFT calculation (ωB97M-V with the def2-TZVPD basis set) of a cluster of 4 separate species, C6H16N4O7 in total in a non-equilibrium geometry.

The geometry in XYZ format:
```
33
Properties=species:S:1:pos:R:3:forces:R:3
C 3.676 3.972 -0.648 -0.044 0.836 0.173
N 3.606 3.235 -1.919 -0.366 -1.674 -0.260
O 4.624 2.907 -2.495 -0.064 0.591 0.209
O 2.483 2.888 -2.264 0.371 0.448 -0.068
H 3.693 5.031 -0.911 0.001 -0.052 0.087
H 4.562 3.729 -0.074 0.095 -0.212 -0.249
H 2.760 3.741 -0.122 -0.005 0.058 0.135
C -0.080 1.852 0.782 0.160 -0.098 -0.082
N -0.707 2.458 1.969 -0.044 -0.135 1.168
O -0.227 2.131 3.046 -0.078 0.067 -0.360
O -1.627 3.231 1.842 0.047 0.056 -0.355
H -0.620 2.189 -0.093 0.152 0.019 -0.081
H -0.089 0.773 0.911 -0.188 0.011 0.002
H 0.962 2.158 0.819 -0.040 0.125 -0.251
C 0.719 -3.840 0.587 -0.760 -0.671 -0.045
N 1.252 -2.543 1.051 0.347 -0.682 0.509
O 2.291 -2.581 1.657 0.755 -0.010 0.134
O 0.583 -1.555 0.897 -0.629 0.651 -0.483
H 0.479 -4.421 1.477 -0.084 0.236 0.099
H 1.434 -4.449 0.042 0.311 0.516 -0.144
H -0.183 -3.642 0.019 0.095 -0.055 -0.079
C -2.705 0.049 -0.326 -0.640 0.154 1.009
O -3.314 0.516 0.621 0.230 0.140 -0.403
N -2.498 -1.267 -0.499 0.519 -0.172 -0.650
C -1.697 -1.729 -1.625 0.082 0.602 -0.322
C -3.059 -2.262 0.369 0.091 -1.137 0.443
H -2.274 0.676 -1.121 0.063 -0.049 -0.083
H -0.638 -1.467 -1.553 0.049 -0.287 0.508
H -1.993 -1.230 -2.551 -0.387 -0.268 -0.012
H -1.817 -2.804 -1.723 0.024 -0.020 -0.150
H -3.728 -2.932 -0.179 -0.209 0.222 -0.090
H -2.292 -2.934 0.771 0.227 0.242 -0.069
H -3.576 -1.878 1.241 -0.077 0.549 -0.239
```
Forces are in eV/Å.

The value obtained for the HOMO energy is -9.462 eV. The net charge is 0. The lowest unoccupied orbital energy is -0.112 eV. The relative energy (zero: lowest compared OMol25 entry of this formula, charge and spin) is 10.43 kcal/mol.

Löwdin atomic charge list, values in e, 8 entries:
1. C 0.041
2. N -0.449
3. O 0.072
4. O 0.045
5. H 0.108
6. H 0.101
7. H 0.079
8. C 0.038

Entry 6:
The following is a DFT calculation (ωB97M-V with the def2-TZVPD basis set) of a cluster of 2 separate species, C6H16NO2 in total in a non-equilibrium geometry.

The geometry in XYZ format:
```
25
Properties=species:S:1:pos:R:3:forces:R:3
C 1.258 -0.554 0.792 -1.129 0.032 0.410
O 1.000 -0.961 2.101 -0.302 -0.765 1.130
C 0.381 0.689 0.567 -0.734 -0.065 -0.882
C 0.694 1.423 -0.748 1.017 -0.291 0.345
C 0.250 0.564 -1.892 -0.133 0.209 0.069
C -1.013 0.498 -2.286 -0.098 -0.463 -0.498
C -1.467 -0.348 -3.424 -0.496 0.202 -0.585
N 0.637 1.607 1.758 -0.340 -0.071 0.505
H 1.022 -1.330 0.048 0.090 0.344 0.085
H 2.320 -0.342 0.783 0.286 0.317 -0.462
H 0.166 -1.494 2.174 0.547 0.270 -0.318
H -0.743 0.406 0.580 1.910 0.435 0.205
H 0.178 2.360 -0.772 -0.421 0.707 -0.010
H 1.791 1.656 -0.860 -0.941 -0.281 0.380
H 1.025 -0.011 -2.387 -0.144 -0.123 -0.094
H -1.828 1.072 -1.838 0.431 0.135 0.214
H -1.728 0.283 -4.274 0.021 0.243 -0.048
H -0.733 -1.045 -3.809 0.196 -0.197 0.254
H -2.405 -0.856 -3.207 0.098 -0.254 0.202
H -0.067 2.343 1.881 0.074 -0.260 -0.204
H 1.535 2.068 1.677 0.368 0.161 -0.223
H 0.685 1.049 2.632 -0.140 -0.201 -0.480
H -1.902 -2.408 2.798 0.451 0.209 -0.643
H -1.433 -3.093 1.483 0.151 1.472 0.809
O -1.371 -2.231 1.991 -0.761 -1.766 -0.159
```
Forces are in eV/Å.

The value obtained for the HOMO energy is -12.682 eV. The net charge is +1. The lowest unoccupied orbital energy is -3.095 eV. The relative energy (zero: lowest compared OMol25 entry of this formula, charge and spin) is 13.86 kcal/mol.

Löwdin atomic charge list, values in e, 8 entries:
1. C -0.210
2. O -0.092
3. C -0.263
4. C -0.169
5. C -0.136
6. C -0.151
7. C -0.095
8. N 0.218